Computed, not measured: C43H41CsN7OP2SSe2 as an isolated structure, with ωB97M-V/def2-TZVPD.

Geometry as ORCA input:
```
! wB97M-V def2-TZVPD RIJCOSX def2/J DEFGRID3
* xyz -1 1
Cs -0.04 -2.37 0.07
N 0.90 -7.00 1.68
C 0.64 -6.16 0.62
S -0.99 -5.72 0.34
N 1.75 -5.83 -0.04
N 1.58 -4.88 -0.99
C 2.52 -4.77 -1.86
C 3.70 -5.67 -1.96
C 4.98 -5.14 -2.01
C 6.09 -5.96 -2.11
C 5.93 -7.34 -2.17
C 4.65 -7.88 -2.13
C 3.55 -7.06 -2.02
C 2.40 -3.67 -2.86
C 2.92 -3.83 -4.15
C 2.77 -2.80 -5.07
C 2.11 -1.65 -4.68
C 1.63 -1.57 -3.38
N 1.77 -2.55 -2.50
H 0.11 -7.54 1.99
H 1.80 -7.45 1.67
H 5.11 -4.06 -1.97
H 7.09 -5.53 -2.14
H 6.80 -7.99 -2.25
H 4.52 -8.96 -2.17
H 2.55 -7.48 -1.96
H 3.43 -4.74 -4.42
H 3.16 -2.91 -6.07
H 1.97 -0.81 -5.36
H 1.11 -0.69 -3.04
Se -4.25 2.58 1.94
P -2.25 3.22 2.09
C -1.93 4.83 1.30
C -2.95 5.77 1.21
C -2.69 7.03 0.69
C -1.42 7.36 0.26
C -0.39 6.42 0.34
C -0.65 5.16 0.86
C -1.73 3.46 3.82
C -0.90 4.50 4.21
C -0.51 4.62 5.53
C -0.93 3.69 6.47
C -1.76 2.65 6.09
C -2.17 2.53 4.77
C -1.00 2.12 1.44
C -0.74 1.52 0.21
N 0.33 0.72 0.38
N 0.72 0.82 1.64
N -0.06 1.66 2.30
P -1.45 1.48 -1.43
Se -2.40 -0.35 -1.93
C -0.06 1.85 -2.56
C 1.16 2.34 -2.12
C 2.16 2.62 -3.04
C 1.95 2.42 -4.39
C 0.72 1.93 -4.83
C -0.28 1.64 -3.92
C -2.54 2.92 -1.67
C -3.92 2.77 -1.54
C -4.75 3.86 -1.76
C -4.22 5.08 -2.13
C -2.84 5.23 -2.27
C -2.01 4.15 -2.03
H -3.95 5.49 1.53
H -3.50 7.75 0.62
H -1.22 8.34 -0.14
H 0.60 6.67 0.00
H 0.15 4.43 0.93
H -0.56 5.23 3.48
H 0.14 5.44 5.83
H -0.61 3.78 7.50
H -2.09 1.92 6.81
H -2.83 1.73 4.46
H 1.34 2.48 -1.06
H 3.12 2.99 -2.69
H 2.73 2.63 -5.11
H 0.55 1.77 -5.89
H -1.22 1.23 -4.25
H -4.32 1.81 -1.27
H -5.82 3.74 -1.64
H -4.88 5.93 -2.30
H -2.42 6.19 -2.55
H -0.94 4.28 -2.15
C -2.62 -1.03 2.62
C -2.33 -2.41 3.16
O -0.94 -2.65 3.09
C -0.55 -3.87 3.69
C 0.95 -4.02 3.57
H -3.67 -0.77 2.74
H -2.39 -0.95 1.55
H -2.01 -0.28 3.14
H -2.87 -3.19 2.60
H -2.65 -2.48 4.21
H -1.05 -4.71 3.18
H -0.86 -3.87 4.74
H 1.25 -4.13 2.53
H 1.28 -4.91 4.10
H 1.45 -3.14 3.99
*
```

- E_HOMO (eV) = -4.607
- ΔE to the lowest compared entry with this formula, charge and spin (kJ/mol) = 10.9

Computed, not measured: C43H42GeHfN5O2S2 as an isolated structure, with ωB97M-V/def2-TZVPD.

Geometry as ORCA input:
```
! wB97M-V def2-TZVPD RIJCOSX def2/J DEFGRID3
* xyz 3 1
Hf -0.58 -0.37 -0.23
S -0.54 2.21 0.09
C 0.35 2.90 -1.20
N 0.50 4.19 -1.32
C 1.29 4.75 -2.42
C 2.46 3.86 -2.70
N 1.98 2.49 -2.95
C 2.65 1.70 -4.02
C 3.66 0.71 -3.50
C 4.73 1.13 -2.71
C 5.73 0.24 -2.36
C 5.69 -1.07 -2.83
C 4.62 -1.50 -3.61
C 3.61 -0.61 -3.94
C 0.99 2.02 -2.25
S 0.32 0.48 -2.58
C -0.05 5.19 -0.37
C 1.08 5.88 0.35
C 2.01 5.13 1.07
C 3.05 5.76 1.72
C 3.17 7.15 1.67
C 2.24 7.89 0.96
C 1.20 7.26 0.29
H 1.63 5.74 -2.11
H 0.64 4.86 -3.30
H 3.15 3.84 -1.85
H 3.00 4.20 -3.58
H 3.13 2.43 -4.67
H 1.87 1.20 -4.60
H 4.81 2.16 -2.39
H 6.57 0.57 -1.77
H 6.49 -1.76 -2.59
H 4.60 -2.51 -3.99
H 2.80 -0.93 -4.58
H -0.74 4.69 0.30
H -0.62 5.90 -0.98
H 1.90 4.05 1.13
H 3.77 5.18 2.29
H 3.98 7.64 2.19
H 2.33 8.97 0.92
H 0.48 7.85 -0.26
N 4.12 1.02 2.57
C 3.55 0.30 1.58
C 2.21 0.49 1.20
N 1.69 -0.21 0.19
C 2.47 -1.09 -0.46
C 3.78 -1.27 -0.05
N 4.32 -0.59 0.95
H 3.56 1.57 3.20
H 5.05 0.76 2.87
H 1.56 1.18 1.72
H 2.05 -1.63 -1.29
H 4.41 -2.00 -0.55
O -0.71 -0.13 1.92
C -0.43 -1.38 2.09
O -0.06 -2.01 1.05
C -0.71 -2.08 3.36
C -2.24 -2.30 3.43
Ge -3.12 -3.11 1.86
C -2.75 -1.88 0.28
C -2.20 -2.36 -0.93
C -2.14 -1.54 -2.06
C -2.63 -0.23 -2.01
C -3.14 0.28 -0.81
C -3.19 -0.55 0.32
C -2.54 -4.87 1.32
C -1.20 -5.19 1.11
C -0.84 -6.48 0.74
C -1.82 -7.46 0.57
C -3.15 -7.15 0.79
C -3.52 -5.86 1.16
C -5.03 -2.89 2.02
C -5.85 -3.11 0.90
C -7.22 -2.96 0.99
C -7.80 -2.59 2.20
C -7.00 -2.37 3.32
C -5.62 -2.52 3.22
H -0.37 -1.48 4.21
H -0.18 -3.03 3.36
H -2.73 -1.34 3.63
H -2.45 -2.95 4.27
H -1.83 -3.38 -0.96
H -1.73 -1.93 -2.99
H -2.60 0.39 -2.90
H -3.50 1.29 -0.77
H -3.60 -0.16 1.24
H -0.42 -4.45 1.24
H 0.20 -6.73 0.58
H -1.53 -8.46 0.29
H -3.91 -7.91 0.67
H -4.56 -5.63 1.34
H -5.41 -3.42 -0.05
H -7.84 -3.14 0.13
H -8.87 -2.48 2.28
H -7.45 -2.09 4.26
H -5.02 -2.36 4.11
*
```

- E_HOMO (eV) = -15.301
- ΔE to the lowest compared entry with this formula, charge and spin (kJ/mol) = 0.0

Computed, not measured: C43H42IN8O3S2Tl as an isolated structure, with ωB97M-V/def2-TZVPD.

Geometry as ORCA input:
```
! wB97M-V def2-TZVPD RIJCOSX def2/J DEFGRID3
* xyz 0 1
Tl 0.02 0.23 0.48
C -3.75 4.30 -3.63
C -3.25 3.60 -2.39
C -3.88 2.46 -1.89
C -3.38 1.80 -0.79
C -2.23 2.22 -0.13
N -1.70 1.51 0.98
C -2.43 1.57 2.15
C -3.44 2.54 2.30
C -4.22 2.66 3.44
C -4.03 1.83 4.54
C -4.86 1.94 5.79
C -3.01 0.90 4.43
C -2.24 0.75 3.28
N -1.24 -0.27 3.35
C -1.39 -1.49 3.90
C -0.14 -2.05 4.01
C 0.72 -1.08 3.49
N 0.05 0.00 3.09
C -1.64 3.39 -0.60
C -2.12 4.05 -1.72
N -0.53 3.95 0.08
C -0.28 5.27 0.27
C 0.97 5.36 0.84
C 1.40 4.02 0.95
N 0.49 3.18 0.49
H -4.79 4.05 -3.83
H -3.16 4.01 -4.50
H -3.67 5.38 -3.53
H -4.78 2.09 -2.38
H -3.90 0.93 -0.42
H -3.62 3.23 1.49
H -4.97 3.43 3.48
H -5.51 2.82 5.74
H -4.23 2.04 6.68
H -5.50 1.07 5.93
H -2.78 0.26 5.28
H -2.37 -1.87 4.16
H 0.11 -3.03 4.39
H 1.79 -1.12 3.35
H -1.60 4.93 -2.08
H -1.01 6.02 0.01
H 1.48 6.25 1.15
H 2.33 3.65 1.35
I -3.10 -1.54 0.70
C -1.92 -3.19 0.25
C -2.63 -4.34 0.04
C -1.98 -5.57 -0.13
C -0.62 -5.62 -0.02
C 0.14 -4.44 0.20
C 1.54 -4.58 0.33
C 2.32 -3.49 0.52
C 1.72 -2.21 0.53
C 0.37 -2.00 0.41
C -0.49 -3.15 0.29
H -3.71 -4.30 0.02
H -2.56 -6.47 -0.30
H -0.09 -6.55 -0.10
H 1.96 -5.57 0.27
H 3.39 -3.57 0.61
H 2.38 -1.38 0.64
N 4.90 -5.82 -1.84
C 4.61 -4.46 -1.93
C 5.45 -3.52 -1.34
C 5.19 -2.16 -1.47
C 4.08 -1.74 -2.19
C 3.24 -2.67 -2.78
C 3.50 -4.02 -2.66
S 3.74 -0.02 -2.37
O 4.98 0.68 -2.15
O 3.07 0.13 -3.63
N 2.67 0.33 -1.22
C 3.07 0.76 -0.03
S 4.66 1.27 0.50
C 4.04 1.55 2.09
C 2.72 1.30 2.15
N 2.18 0.85 0.96
H 5.49 -6.10 -1.08
H 4.13 -6.45 -2.01
H 6.32 -3.85 -0.79
H 5.86 -1.43 -1.04
H 2.39 -2.33 -3.36
H 2.85 -4.75 -3.13
H 4.67 1.92 2.89
H 2.07 1.42 3.00
C 1.11 2.76 -2.71
C 0.30 1.57 -3.16
O -0.39 0.89 -2.08
C -1.19 -0.16 -2.62
C -0.39 -1.38 -3.04
H 1.74 3.07 -3.55
H 1.77 2.50 -1.89
H 0.49 3.61 -2.42
H 0.95 0.87 -3.67
H -0.48 1.90 -3.86
H -1.76 0.23 -3.47
H -1.91 -0.42 -1.85
H 0.37 -1.13 -3.79
H -1.06 -2.13 -3.47
H 0.12 -1.83 -2.19
*
```

- E_HOMO (eV) = -7.328
- ΔE to the lowest compared entry with this formula, charge and spin (kJ/mol) = 0.0